Below is an isolated ion of composition C9H11INO and charge +1 in a non-equilibrium geometry, with properties calculated with the ωB97M-V functional and the def2-TZVPD basis.

Relative energy (zero: lowest compared OMol25 entry of this formula, charge and spin), kcal per mole: 106.2
E_HOMO (alpha / beta), eV: -11.30 / -11.29
Molecular weight, g/mol: 276.097
LUMO level (alpha / beta), eV: -5.99 / -5.99
Kohn-Sham gap (alpha / beta), eV: 5.307 / 5.299
Energy, hartree: -776.76408
Charge: +1

Atoms and positions in Å:
1 C 0.338003 3.178519 -0.054956
2 C -0.310568 2.276021 -0.837189
3 C 1.365620 2.764829 0.811177
4 C 0.043470 0.830538 -0.832033
5 C 1.627214 1.413433 1.000470
6 C 0.899231 0.453837 0.338725
7 C -1.090671 -0.107864 -1.148851
8 C -1.393951 -3.487415 -0.094312
9 C 0.985999 -0.968850 0.756835
10 N 0.212903 -1.850263 -0.028303
11 O -0.746442 -2.475755 0.661686
12 I -2.763359 -0.095376 0.064484
13 H 0.069181 4.222679 -0.091556
14 H -1.097128 2.587818 -1.507486
15 H 1.911063 3.494307 1.389954
16 H 0.744323 0.710724 -1.686216
17 H 2.337767 1.114853 1.757335
18 H -1.224321 -0.481046 -2.148592
19 H -1.225032 -3.331284 -1.162312
20 H -2.457514 -3.443429 0.140327
21 H -0.997897 -4.463384 0.199697
22 H 2.032775 -1.298334 0.644456
23 H 0.739342 -1.044547 1.826653

Forces on atoms 1 to 2 (eV/Å):
C -0.3 0.3 -0.2
C 0.4 -0.1 0.1